# 1
DFT (ωB97M-V/def2-TZVPD) results for a molecular structure, C6H10O.

## Properties
- Multiplicity: 1
- ΔE to the lowest compared entry with this formula, charge and spin: 232.2 kcal/mol
- E_tot: -8421.1719 eV
- HOMO-LUMO gap: 8.28 eV
- Lowest unoccupied orbital energy: -0.5 eV

Atoms and positions in Å:
1 C -0.56776 0.38765 -1.26983
2 C -0.84842 0.20106 0.12893
3 C -0.19883 -1.13049 -0.16257
4 C 0.92805 -0.80677 0.82283
5 O 2.10628 -0.20022 0.28566
6 C 1.57332 1.10788 0.56438
7 C 0.26584 0.53732 1.10443
8 H -1.37943 0.90507 -1.76699
9 H -2.62835 -0.75413 -1.75418
10 H 0.33837 0.71557 -1.75680
11 H -1.88702 0.26063 0.42956
12 H -2.25241 -1.91101 -0.45248
13 H -0.20799 -1.95780 -0.83919
14 H 1.15122 -1.54436 1.60391
15 H 1.51236 1.72648 -0.33170
16 H 2.17954 1.60839 1.32024
17 H -0.08476 0.85473 2.07381

=====

# 2
DFT (ωB97M-V/def2-TZVPD) results for C6H10O in the gas phase.

## Properties
- Multiplicity: 1
- ΔE to the lowest compared entry with this formula, charge and spin: 7.3 kcal/mol
- E_tot: -8430.9242 eV
- HOMO-LUMO gap: 10.20 eV
- Lowest unoccupied orbital energy: 1.0 eV

Atoms and positions in Å:
1 C 2.29632 0.04236 0.09343
2 C 0.81215 -0.16561 0.02764
3 C 0.12428 -1.18578 0.53769
4 C -1.36774 -1.05616 0.38962
5 C -1.53120 0.18627 -0.50847
6 C -0.11799 0.85552 -0.59546
7 O -0.13081 2.06766 0.14596
8 H 2.53558 0.95015 0.66066
9 H 2.73219 0.16365 -0.90593
10 H 2.79220 -0.80520 0.57953
11 H 0.57589 -2.03210 1.04747
12 H -1.83862 -0.93100 1.37670
13 H -1.82865 -1.94071 -0.06061
14 H -1.86201 -0.06803 -1.51512
15 H -2.33022 0.84534 -0.11376
16 H 0.16499 1.10082 -1.62976
17 H -1.02636 1.97282 0.47040

=====

Question: Which of these has the highest ΔE to the lowest compared entry with this formula, charge and spin?
Answer: number 1

=====

Copy entry 2 word for word.
DFT (ωB97M-V/def2-TZVPD) results for C6H10O in the gas phase.

## Properties
- Multiplicity: 1
- ΔE to the lowest compared entry with this formula, charge and spin: 7.3 kcal/mol
- E_tot: -8430.9242 eV
- HOMO-LUMO gap: 10.20 eV
- Lowest unoccupied orbital energy: 1.0 eV

Atoms and positions in Å:
1 C 2.29632 0.04236 0.09343
2 C 0.81215 -0.16561 0.02764
3 C 0.12428 -1.18578 0.53769
4 C -1.36774 -1.05616 0.38962
5 C -1.53120 0.18627 -0.50847
6 C -0.11799 0.85552 -0.59546
7 O -0.13081 2.06766 0.14596
8 H 2.53558 0.95015 0.66066
9 H 2.73219 0.16365 -0.90593
10 H 2.79220 -0.80520 0.57953
11 H 0.57589 -2.03210 1.04747
12 H -1.83862 -0.93100 1.37670
13 H -1.82865 -1.94071 -0.06061
14 H -1.86201 -0.06803 -1.51512
15 H -2.33022 0.84534 -0.11376
16 H 0.16499 1.10082 -1.62976
17 H -1.02636 1.97282 0.47040